Record 1
ORCA calculation (ωB97M-V with the def2-TZVPD basis set) on a structure of composition C9H18Cl2CoS.

XYZ file:
```
31
Properties=species:S:1:pos:R:3:forces:R:3
Co 0.907244 0.274611 0.072801 -1.2193 -0.0972 2.9598
Cl 0.281754 -1.726723 0.447222 -0.6873 -1.8048 -0.0237
Cl 1.866752 1.101349 1.796767 0.7268 1.0025 1.5211
C 2.301628 0.318386 -1.084663 2.0933 -0.0782 -2.8396
H 3.015664 1.145132 -0.972111 -0.0807 -0.4084 -0.1214
H 2.740040 -0.654521 -1.340805 0.1661 0.3834 -0.1137
C -0.014581 1.250407 -1.233135 -2.8687 1.2470 0.1771
C 1.079545 0.715144 -2.049260 2.0948 0.0518 -1.7352
H 0.156691 2.284043 -0.864044 0.0298 -0.4851 -0.3076
C 0.751572 -0.383948 -3.072757 -0.2730 0.1667 0.3950
H 1.462148 1.557786 -2.655431 0.1651 -0.0354 0.1220
C -0.615744 -0.144158 -3.719955 0.0496 -0.0392 0.1103
H 1.534524 -0.350991 -3.839574 -0.0616 -0.1949 0.1390
H 0.792271 -1.362894 -2.575375 -0.1490 0.1090 -0.1291
C -1.735241 -0.027152 -2.685156 -0.1513 -0.1661 0.3276
H -0.579613 0.773727 -4.321408 0.0553 0.0064 0.0385
H -0.845105 -0.963316 -4.410859 -0.0188 0.0754 -0.0031
C -1.482163 1.015342 -1.577742 0.0798 0.5031 -0.3609
H -2.678959 0.218895 -3.193761 0.1335 -0.1157 0.1087
H -1.881994 -1.000369 -2.198574 0.1236 0.0428 -0.1506
H -1.891648 1.987718 -1.895585 -0.1412 -0.1487 -0.0966
H -2.053621 0.735287 -0.679337 0.1483 0.0354 -0.2159
C -1.628767 -0.587808 5.004876 -0.2727 0.2721 0.1216
S -0.505514 -0.008660 3.736409 -0.1447 -0.0416 -0.3810
C 0.935047 -0.894309 4.314252 0.4467 0.0975 0.0442
H -2.637529 -0.529242 4.586038 0.0522 -0.0581 0.2206
H -1.556547 0.072398 5.875530 -0.1584 -0.3312 0.1093
H -1.397435 -1.623627 5.272767 -0.1784 0.1695 0.0172
H 1.381382 -0.348970 5.152359 0.0850 -0.2398 -0.0422
H 0.649197 -1.903853 4.622167 0.0905 0.0836 -0.0736
H 1.648993 -0.939681 3.488337 -0.1355 -0.0016 0.1818
```
Forces are in eV/Å.

2S+1   5
LUMO energy (alpha / beta)   0.11110 / 0.11094 Eh
Highest occupied orbital energy (alpha / beta)   -3.07 / -4.76 eV
Net charge   -1
Relative energy (zero: lowest compared OMol25 entry of this formula, charge and spin)   0.000 eV

=====

Record 2
ORCA calculation (ωB97M-V with the def2-TZVPD basis set) on a structure of composition C27H30MnN2O2PSi.

XYZ file:
```
64
Properties=species:S:1:pos:R:3:forces:R:3
Mn -0.684074 -0.239403 0.026229 0.3915 -0.8071 0.0959
C 2.312772 1.392155 -4.995283 0.0393 -0.0442 0.0239
C 1.598010 2.051408 -4.009758 0.0452 -0.0401 0.0756
C 1.779477 1.705329 -2.672197 -0.0372 0.0336 -0.0935
C 2.657800 0.690868 -2.312108 -0.0175 -0.1002 -0.0392
C 3.364472 0.026337 -3.317689 -0.0010 -0.0434 0.0135
C 3.203119 0.377045 -4.647138 -0.0742 0.0715 0.0371
P 2.733391 0.209073 -0.538816 -0.0286 0.0935 0.1144
C 4.551356 0.153455 -0.252062 0.0098 -0.0018 0.0287
C 5.445107 0.947289 -0.969770 0.0931 -0.0026 -0.0111
C 6.793753 1.001219 -0.629961 -0.1096 -0.0216 -0.0085
C 7.276281 0.262437 0.439285 -0.0343 -0.0117 0.0112
C 6.396526 -0.525595 1.172829 -0.0661 0.0174 -0.0542
C 5.051546 -0.572394 0.834321 0.0425 -0.0123 -0.0054
C 2.204312 -1.539898 -0.608724 0.2649 -0.1144 -0.1467
C 3.085127 -2.591684 -0.885370 -0.0796 -0.0290 -0.0170
C 2.605073 -3.887902 -1.006693 -0.0412 0.1129 0.0265
C 1.241367 -4.115773 -0.859823 -0.0260 0.0878 0.0177
C 0.383157 -3.055887 -0.588432 -0.1624 -0.2594 0.0070
C 0.820811 -1.734177 -0.445248 0.1519 0.4520 0.0169
H 2.169396 1.654326 -6.036687 0.0065 -0.0072 0.0065
H 0.882891 2.820673 -4.272615 0.0128 -0.0017 0.0027
H 1.210034 2.212897 -1.903163 -0.0462 -0.0027 0.0307
H 4.036476 -0.783280 -3.052117 -0.0250 0.0277 -0.0084
H 3.753907 -0.151044 -5.416292 -0.0041 0.0082 0.0017
H 5.086178 1.528444 -1.810365 0.0160 0.0042 0.0113
H 7.466140 1.623396 -1.208502 -0.0037 -0.0017 0.0007
H 8.326335 0.300813 0.702096 -0.0071 -0.0035 0.0005
H 6.758535 -1.106339 2.012884 -0.0065 0.0050 -0.0063
H 4.378417 -1.190626 1.417898 -0.0138 -0.0012 -0.0169
H 4.145816 -2.407143 -1.011817 0.0432 0.0297 0.0173
H 3.284499 -4.705989 -1.217100 0.0029 0.0036 -0.0010
H 0.845104 -5.121412 -0.952795 0.0103 -0.0069 0.0028
H -0.676683 -3.264061 -0.461825 0.0459 -0.0355 -0.0112
C -0.487878 3.924911 1.397413 -0.0301 0.0198 0.0239
C -0.723599 2.585851 0.764014 -0.3326 0.6099 -0.4670
N -0.216586 1.508347 1.232632 0.1745 -0.2674 0.1199
O 0.608315 1.694674 2.350176 -0.0888 -0.0208 0.0574
C -1.538765 2.513610 -0.452972 0.3785 -0.2622 0.4801
C -2.312987 3.672661 -0.982076 -0.0273 0.1331 -0.0409
N -1.545331 1.336585 -1.053872 -0.1755 0.6983 -0.3809
O -2.183160 1.187402 -2.140241 0.0047 -0.0926 -0.0316
H 0.491698 3.969215 1.864290 0.0369 -0.0391 0.0090
H -1.236353 4.102025 2.174306 0.0165 0.0023 -0.0013
H -0.578295 4.714794 0.654713 0.0020 -0.0056 0.0234
H 1.004263 0.823216 2.462903 0.0350 0.0385 -0.0378
H -1.703774 4.356337 -1.586375 -0.0102 -0.0433 -0.0002
H -2.765344 4.257994 -0.178356 0.0000 -0.0188 -0.0157
H -3.096022 3.282651 -1.630155 -0.0178 -0.0168 0.0001
C -6.021766 -2.370477 -0.229831 -0.2769 0.1958 -0.1970
Si -4.696681 -3.131002 0.822876 0.0443 0.0631 0.0331
C -5.380826 -3.420895 2.528193 -0.1564 -0.0625 0.3335
C -4.208958 -4.769477 0.098309 0.1342 -0.3479 -0.1283
C -3.268456 -2.046480 0.878477 0.3104 0.1255 0.0955
C -2.266724 -1.345894 0.795440 -0.3243 -0.0338 0.0279
H -6.948877 -2.951619 -0.195099 0.0244 0.0452 -0.0437
H -5.687595 -2.297776 -1.268354 -0.0431 0.0005 0.0471
H -6.229036 -1.354740 0.118338 -0.0479 -0.0558 -0.0367
H -6.271675 -4.056388 2.483050 0.0380 0.0253 0.0587
H -5.654688 -2.474062 3.001824 0.0004 -0.0576 -0.0131
H -4.637667 -3.909987 3.164148 -0.0516 0.0226 -0.0169
H -5.052417 -5.465353 0.044162 0.0503 0.0194 -0.0064
H -3.423040 -5.220061 0.711208 -0.0371 -0.0347 -0.0587
H -3.805578 -4.629041 -0.908280 -0.0223 -0.0394 0.0431
```
Forces are in eV/Å.

2S+1   6
LUMO energy (alpha / beta)   0.10055 / 0.10012 Eh
Highest occupied orbital energy (alpha / beta)   -4.56 / -4.67 eV
Net charge   -1
Relative energy (zero: lowest compared OMol25 entry of this formula, charge and spin)   0.764 eV

=====

Record 3
ORCA calculation (ωB97M-V with the def2-TZVPD basis set) on a cluster of 5 separate species, C24H62N4O9 in total.

XYZ file:
```
99
Properties=species:S:1:pos:R:3:forces:R:3
C -3.575056 1.848994 2.084399 0.6504 0.3426 0.9876
O -3.230579 2.353232 0.822692 0.6516 0.4243 0.0377
C -4.235551 2.348885 -0.130730 -1.3488 0.2907 0.1083
C -3.863641 3.233303 -1.317550 0.6523 -1.2613 0.6225
N -2.625146 2.843831 -1.973370 -0.1965 2.0031 0.8279
C -2.552893 1.575374 -2.578832 -0.6587 -0.6150 -0.0277
C -1.217135 1.338006 -3.195972 -0.7251 -0.3239 -0.1360
O -0.293600 1.560660 -2.160899 0.5082 -1.0210 -0.1413
C 1.016876 1.237072 -2.556502 0.5443 -0.8318 -0.6072
H -3.774880 0.755529 2.113458 -0.0214 0.5460 -0.1913
H -4.381749 2.421858 2.588265 0.0951 -0.3391 -0.5314
H -2.657172 2.082022 2.638467 -0.3063 -0.4704 0.3808
H -5.194965 2.660521 0.334079 0.2980 0.2715 -0.2438
H -4.406177 1.329235 -0.404991 -0.1952 -0.9259 -0.6884
H -3.804271 4.246683 -0.981685 0.3107 0.7320 0.2238
H -4.636948 3.198070 -2.028866 -1.2783 -0.1184 -0.9667
H -1.922373 2.968284 -1.276788 0.8908 -0.0851 0.1907
H -3.309721 1.586560 -3.358059 -0.2578 -0.5634 -0.1672
H -2.692165 0.724344 -1.882716 -0.3752 0.1093 -0.1665
H -1.005944 2.024660 -4.007280 0.0533 0.2033 -0.3699
H -1.307464 0.296409 -3.583427 0.8759 0.4127 0.2472
H 1.292475 1.756793 -3.486645 0.0963 0.3973 0.4875
H 1.212253 0.166465 -2.803203 -0.7338 0.2861 0.3364
H 1.652186 1.445755 -1.712435 0.4317 0.4899 0.0468
C 2.565509 -8.201931 -0.146933 0.3780 -0.4352 -0.6799
O 2.641098 -6.818717 0.185239 0.3902 -0.7922 0.8214
C 1.936159 -6.484961 1.404181 -0.4865 -0.4921 -1.2585
C 2.280161 -5.098505 1.849489 -0.2567 1.5524 -0.0424
N 2.375213 -4.139344 0.750572 0.6710 0.0960 -0.3386
C 2.735938 -2.723101 1.083155 -0.8454 -1.0940 1.5863
C 2.485020 -1.906605 -0.143162 -1.0563 0.1375 -0.5863
O 3.286383 -2.394180 -1.200808 0.2997 0.3445 -0.4220
C 4.621394 -1.913970 -1.102563 -0.0841 -0.5129 0.3176
H 3.030032 -8.836037 0.637152 -0.2305 0.3161 -0.2891
H 3.131173 -8.367753 -1.104196 -0.3692 0.3755 0.9592
H 1.541810 -8.607159 -0.357826 0.4210 0.6876 0.4225
H 2.067779 -7.161562 2.261192 0.5006 -0.2399 -0.3958
H 0.914809 -6.597792 1.090327 -0.9799 0.3259 0.2679
H 3.213058 -5.164445 2.410232 0.1734 0.1791 0.4230
H 1.468419 -4.678502 2.454820 0.1845 -0.5407 0.5085
H 3.144983 -4.499710 0.200388 -0.1771 0.1782 -0.6215
H 3.789399 -2.672572 1.377187 0.0127 0.2051 0.2894
H 2.090085 -2.375724 1.950360 0.7191 -0.3248 -0.9877
H 2.676759 -0.824163 -0.092594 -0.0996 -0.1380 0.6539
H 1.407218 -2.048178 -0.390505 0.7491 0.0560 -0.1911
H 4.656986 -0.850380 -0.796640 -0.0429 -0.2814 -0.4177
H 5.069525 -2.095252 -2.081629 0.1189 0.2594 0.1894
H 5.191091 -2.475688 -0.334240 -0.1317 0.1673 -0.3578
C 3.454387 4.374435 -3.451004 -0.1918 -1.2546 -1.2716
O 2.286228 4.313669 -2.692537 -0.0785 -0.0130 0.4681
C 2.041079 5.519650 -2.024352 -0.0989 1.1549 -0.5709
C 0.832146 5.398459 -1.135075 -0.0556 0.8401 0.0142
N 1.063120 4.557730 0.029967 -0.8102 1.8549 -0.1729
C -0.150615 4.437404 0.834498 0.5280 -2.2769 0.5195
C -0.347438 5.570024 1.799330 -1.6480 1.4202 0.2634
O -1.444934 5.179865 2.666282 1.4506 -0.9024 -0.5024
C -1.656590 6.083101 3.711743 -1.3827 0.5034 -0.5772
H 3.331997 4.927003 -4.414861 -0.0308 -0.1945 0.6508
H 3.653158 3.316632 -3.668406 0.2504 0.3075 -0.3423
H 4.313501 4.753213 -2.925808 0.3257 0.4309 0.4954
H 1.855754 6.311001 -2.806214 0.1177 -0.3945 0.7053
H 2.936237 5.816289 -1.442174 -0.3236 -0.0584 -0.0892
H -0.014550 5.038634 -1.709791 -0.2757 -0.3245 -0.4879
H 0.523173 6.434553 -0.861527 0.4052 -0.6157 0.2533
H 1.482916 3.709791 -0.279947 -0.1706 -0.8621 0.0546
H 0.008458 3.509561 1.429665 -0.1707 0.6165 0.0127
H -1.120372 4.197056 0.328007 0.6931 0.5620 -0.2269
H -0.650497 6.550762 1.306409 0.2608 -1.0026 0.1762
H 0.539782 5.835033 2.376824 0.1904 -0.4473 0.1103
H -0.722533 6.377209 4.214376 -0.2621 0.1218 -0.1369
H -2.352545 5.606634 4.453318 0.6405 0.4885 -0.7032
H -2.182692 6.928065 3.174152 0.5559 -0.0557 1.3640
C -1.428896 -1.202917 5.176162 -0.9817 0.5363 -1.4046
O -1.996736 -1.669391 3.948524 -0.6997 -0.0970 0.0915
C -1.150398 -2.129203 2.927439 0.2143 0.2856 -0.7395
C -1.900757 -3.020521 1.926287 -0.8655 -0.6257 -0.0902
N -1.099618 -3.144079 0.691726 -0.6680 0.1247 0.5006
C -1.662236 -4.062380 -0.320153 -0.3669 0.9510 0.7037
C -0.794592 -3.948662 -1.548946 0.3314 -0.7969 -1.0138
O -0.825540 -2.649840 -2.104805 -0.5342 0.3421 0.7660
C -0.018008 -2.573155 -3.237234 0.6231 -0.3149 -0.0861
H -1.110317 -2.052518 5.774070 0.1175 0.0848 0.3351
H -2.276798 -0.621069 5.617891 0.9572 -0.6061 0.1139
H -0.608347 -0.516526 4.939393 0.1058 -0.0742 0.3562
H -0.283261 -2.632185 3.315410 0.3928 -0.7852 0.4931
H -0.696298 -1.312381 2.348380 -0.3715 0.3147 0.0815
H -2.982556 -2.666153 1.793950 1.2822 0.0957 -0.1025
H -2.059348 -4.048776 2.312138 0.3326 0.4271 0.0884
H -1.062790 -2.214575 0.261204 0.0791 -0.2867 0.1032
H -2.728004 -3.775033 -0.495596 0.4991 -0.1583 -0.4492
H -1.722195 -5.114945 0.015805 0.4697 0.4720 0.0881
H -1.165354 -4.663677 -2.341224 0.4377 0.3589 0.6705
H 0.283908 -4.128481 -1.328496 -0.7187 -0.5257 0.2317
H -0.197536 -1.606130 -3.656160 0.0808 0.6793 -0.3410
H -0.392597 -3.308029 -3.963290 0.5499 -0.1096 -0.1114
H 1.093321 -2.674099 -3.021689 -1.1747 -0.1862 -0.1721
O -1.049723 0.351297 0.555423 0.2054 -0.0287 -0.4039
H -0.811093 0.715918 -0.314578 0.1230 -0.1595 0.0905
H -1.839760 0.855431 0.770883 -0.1599 0.2013 0.0835
```
Forces are in eV/Å.

LUMO energy   0.02877 Eh
Highest occupied orbital energy   -8.23 eV
Relative energy (zero: lowest compared OMol25 entry of this formula, charge and spin)   1.225 eV
SMILES   COCCNCCOC.COCCNCCOC.COCCNCCOC.COCCNCCOC.O

=====

Record 4
ORCA calculation (ωB97M-V with the def2-TZVPD basis set) on a cluster of 4 separate species, C6H20O4 in total.

XYZ file:
```
30
Properties=species:S:1:pos:R:3:forces:R:3
C 0.885024 -0.640326 2.141175 0.2666 0.4677 0.7995
C 2.283584 -0.045803 2.498463 -1.6962 -0.3128 0.0440
C 3.232558 -1.058216 3.035576 0.6360 -1.1174 0.2289
O 2.823189 0.443822 1.303834 0.3321 0.5907 -1.6776
H 0.940955 -1.355834 1.320797 0.2616 -0.1261 0.1599
H 0.123752 0.086764 1.858512 0.3540 0.4082 -0.1329
H 0.460786 -1.108346 3.029476 0.1427 -0.3551 -0.0135
H 2.218432 0.792793 3.191733 -0.4325 -0.0240 0.2398
H 3.025055 -1.477980 4.019871 -0.1261 0.5832 0.2743
H 4.221504 -0.601804 2.993323 0.1521 -0.2386 0.3396
H 3.256309 -1.957854 2.420607 0.0453 0.1416 -0.4752
H 3.347096 1.237136 1.437135 0.0280 -0.0857 0.1344
C -2.441261 1.217883 -2.385227 -0.2453 1.2095 -0.3258
C -3.516028 1.311140 -1.280616 0.5676 0.0464 -2.0495
C -4.874261 1.119477 -1.913935 -1.5657 -0.1097 1.4730
O -3.256537 0.267721 -0.401841 0.2279 -0.8175 0.9434
H -2.515793 2.064733 -3.067400 -0.1596 0.0944 -0.1093
H -2.590580 0.333391 -3.004487 0.0389 -0.2038 0.2039
H -1.416918 1.273117 -2.016758 -0.0023 -0.2633 0.3102
H -3.452804 2.269463 -0.765124 -0.0386 0.0786 0.0945
H -5.314481 2.005734 -2.370946 0.4607 -0.2204 -0.7968
H -5.610842 0.938101 -1.131207 0.0765 0.3027 0.7756
H -5.023884 0.148018 -2.385085 0.6321 0.3316 -1.0243
H -2.541490 -0.206968 -0.831936 0.0334 -0.4586 0.5145
O 1.699706 -0.417513 -1.291159 -0.2212 -0.2669 -0.3762
H 1.414373 0.468258 -1.515290 -0.0623 0.1412 -0.0971
H 2.185331 -0.313369 -0.472904 0.2377 0.3632 0.6967
O 3.496169 -2.646343 -1.391742 0.2460 -0.4899 0.1931
H 4.204263 -2.079930 -1.698362 0.1176 0.1180 -0.0835
H 2.736795 -2.067264 -1.326483 -0.3068 0.2128 -0.2636
```
Forces are in eV/Å.

LUMO energy   0.01574 Eh
Highest occupied orbital energy   -10.35 eV
Relative energy (zero: lowest compared OMol25 entry of this formula, charge and spin)   0.724 eV
SMILES   CC(C)O.CC(C)O.O.O